(1)
# C20H7Cl5N5O3S3Tl

A molecular structure, C20H7Cl5N5O3S3Tl (wB97M-V/def2-TZVPD, the OMol25 dataset).

```
44
Properties=species:S:1:pos:R:3:mulliken_charge:R:1
Tl -0.971 0.319 -1.071 1.3821
N -2.261 1.212 3.015 -0.4711
C -1.167 0.359 3.366 0.4691
C -0.855 -0.155 4.599 -0.9122
C 0.401 -0.737 4.774 -0.4287
C 1.331 -0.698 3.729 -0.7858
C 1.013 -0.166 2.454 -0.3365
C -0.248 0.369 2.276 0.1526
N -0.836 0.987 1.197 -0.6426
C -2.186 1.383 1.533 1.7169
C -2.536 2.815 1.099 -1.1078
C -3.376 3.653 1.725 -0.1870
S -3.421 5.153 0.918 -0.2755
C -2.275 4.579 -0.257 -0.1880
N -1.970 3.321 -0.035 0.0165
H -3.182 0.717 3.260 0.3298
H -1.524 0.026 5.436 0.3611
H 0.705 -1.264 5.697 0.2942
H 2.294 -1.249 3.777 0.2898
H 1.694 -0.199 1.647 0.4592
H -3.907 3.505 2.679 0.3832
H -2.023 5.192 -1.085 0.4395
S -0.407 -0.555 -3.398 -0.4402
C 0.218 1.056 -3.629 0.8058
S -0.100 2.329 -2.514 -0.4008
C 1.089 1.277 -4.714 0.1237
C 1.730 2.531 -4.988 0.0694
N 2.293 3.485 -5.300 -0.5966
C 1.038 0.355 -5.780 -0.0020
N 0.980 -0.413 -6.680 -0.5939
Cl 4.014 -5.525 -2.213 -0.2203
C 2.934 -4.311 -1.652 -0.3908
C 3.323 -2.978 -1.521 0.6965
Cl 4.994 -2.700 -1.804 -0.2505
C 2.490 -1.995 -1.000 0.3581
Cl 3.066 -0.369 -0.610 -0.1873
C 1.183 -2.267 -0.735 -0.5568
O 0.332 -1.393 -0.278 -0.4855
C 0.704 -3.598 -0.941 0.0487
Cl -1.002 -4.011 -0.893 -0.1935
C 1.606 -4.572 -1.314 0.6189
Cl 1.009 -6.219 -1.458 -0.2391
O -3.075 0.382 -0.361 -0.7391
O -3.119 0.368 1.055 -0.3838
```

Output
Charge: -2
E in eV: -134256.7847
Strongest force on any atom in eV/Å: 4.410
Gap between HOMO and LUMO in hartree: 0.2135
E_HOMO in eV: -2.031
Energy above the lowest of the compared OMol25 structures with the same formula, charge and spin in kcal per mole: 0.0

=====

(2)
# C25H24AsBN8O8S3Tc

A molecular structure, C25H24AsBN8O8S3Tc (wB97M-V/def2-TZVPD, the OMol25 dataset).

```
71
Properties=species:S:1:pos:R:3:mulliken_spin:R:1
Tc -0.148 1.359 -0.694 1.7569
C -3.331 2.985 1.533 0.0015
C -2.825 2.139 0.559 0.0427
N -1.501 2.345 0.453 -0.0564
N -1.147 3.305 1.341 0.0647
C -2.238 3.701 1.998 0.0295
B 0.311 3.782 1.409 -0.0542
N 1.214 2.591 1.775 0.0235
C 2.190 2.553 2.689 0.0216
C 2.979 1.447 2.443 0.0017
C 2.405 0.844 1.327 0.0187
N 1.329 1.527 0.933 -0.0330
N 0.733 4.175 -0.042 0.0199
C 1.200 5.312 -0.560 0.0148
C 1.479 5.110 -1.905 -0.0017
C 1.143 3.784 -2.142 0.0036
N 0.700 3.232 -1.009 -0.0295
H -4.356 3.066 1.853 0.0006
H -3.321 1.414 -0.071 -0.0008
H -2.165 4.480 2.739 0.0025
H 0.457 4.695 2.171 0.0001
H 2.265 3.324 3.440 0.0015
H 3.839 1.112 2.999 0.0004
H 2.729 -0.034 0.804 -0.0002
H 1.303 6.191 0.058 0.0014
H 1.869 5.826 -2.610 0.0001
H 1.198 3.207 -3.052 0.0015
O -0.361 -0.257 4.978 0.0025
C 0.003 -1.570 5.020 -0.0008
C 0.135 -2.208 6.254 0.0004
C 0.526 -3.532 6.333 0.0010
C 0.801 -4.241 5.175 -0.0005
C 0.677 -3.607 3.948 -0.0027
C 0.275 -2.273 3.836 -0.0062
C 0.193 -1.616 2.477 -0.0536
O -0.447 -0.585 2.266 0.1998
N 0.871 -2.329 1.518 0.5462
N 1.132 -1.629 0.454 -0.0312
C 1.462 -2.104 -0.662 0.2245
S 1.491 -3.803 -1.178 0.1129
C 2.213 -3.425 -2.805 0.0057
C 1.745 -2.044 -3.219 -0.0083
S 2.139 -0.952 -1.851 -0.0010
H -0.536 0.033 5.877 0.0000
H -0.080 -1.648 7.161 0.0000
H 0.619 -4.006 7.305 -0.0001
H 1.104 -5.280 5.224 -0.0001
H 0.889 -4.139 3.032 0.0036
H 1.860 -4.176 -3.506 -0.0019
H 3.299 -3.484 -2.742 0.0034
H 0.667 -2.001 -3.329 0.0136
H 2.239 -1.678 -4.119 -0.0003
O -2.414 1.866 -4.619 -0.0040
As -0.896 1.223 -3.929 0.0327
O -1.193 1.682 -2.260 0.1111
O 1.222 0.276 -1.987 0.0179
C -1.375 -0.706 -3.991 0.0026
C -1.074 -1.271 -5.225 -0.0024
C -1.213 -2.634 -5.446 0.0001
C -1.653 -3.461 -4.423 -0.0021
C -1.985 -2.921 -3.189 -0.0007
C -1.851 -1.553 -2.973 0.0073
S -2.421 -0.951 -1.390 -0.0164
O -3.370 0.098 -1.686 0.0086
O -2.921 -2.074 -0.659 -0.0017
O -1.145 -0.449 -0.724 0.0027
H -3.118 1.699 -3.968 0.0022
H -0.722 -0.627 -6.025 0.0008
H -0.971 -3.053 -6.416 -0.0001
H -1.760 -4.526 -4.592 -0.0002
H -2.365 -3.535 -2.383 0.0034
```

Output
Charge: 0
E in eV: -150834.9530
Strongest force on any atom in eV/Å: 3.188
Gap between HOMO and LUMO (spin up / spin down) in hartree: 0.2681 / 0.1681
Expectation value of S²: 3.79
E_HOMO (spin up / spin down) in eV: -7.563 / -7.250
2S+1: 4